Formula: CH4N
Source: the OMol25 dataset
Level of theory: ωB97M-V/def2-TZVPD

XYZ file:
```
6
CH4N, DFT ωB97M-V/def2-TZVPD
C 0.4891 0.4147 -0.0960
N -0.6346 -0.4001 0.1092
H 0.4592 1.3161 0.5518
H 1.4662 -0.0635 -0.0120
H 0.0085 0.5236 -1.1096
H -0.4473 -1.3196 0.5474
```

Properties
HOMO, eV: -19.127
Lowest unoccupied orbital energy, eV: -10.172
Charge: +1


Formula: C8H12NO
Source: the OMol25 dataset
Level of theory: ωB97M-V/def2-TZVPD

XYZ file:
```
22
C8H12NO, DFT ωB97M-V/def2-TZVPD
C -1.0490 1.7496 -0.3875
C -1.9906 1.0210 -0.1943
C 0.2793 2.0361 -0.0883
C -0.1739 -0.1903 1.3158
C -1.1738 -1.0515 0.5959
C 0.7986 0.6113 0.3420
C -2.3039 -0.3079 0.0333
C 2.3159 -1.0127 -0.8069
N 1.0152 -0.3869 -0.7659
O -3.3165 -1.0362 -0.4872
H 0.8381 2.4814 -0.8396
H 0.2107 2.7805 0.7121
H -0.5032 0.4903 1.9698
H 0.5379 -0.7701 1.8368
H -0.4199 -1.2853 -0.3407
H -1.6601 -2.0198 1.0917
H 1.7212 0.7719 1.0887
H 2.1985 -1.9295 -0.2302
H 2.6375 -1.0673 -1.8307
H 3.1516 -0.4613 -0.4774
H 0.8239 -0.0347 -1.6228
H -3.9374 -0.3887 -0.9148
```

Properties
HOMO, eV: -13.522
Lowest unoccupied orbital energy, eV: -5.275
Charge: +1


Formula: C16H15BrF8N5O4Ru
Source: the OMol25 dataset
Level of theory: ωB97M-V/def2-TZVPD

XYZ file:
```
50
C16H15BrF8N5O4Ru, DFT ωB97M-V/def2-TZVPD
Ru 0.6528 0.2336 -0.2811
F 4.9858 -0.9818 -1.3518
C 3.9161 -0.9600 -2.1249
F 4.1222 -0.1635 -3.1669
F 3.6378 -2.1866 -2.5504
C 2.7111 -0.4386 -1.3217
O 2.7078 -0.2956 -0.0876
O 1.6057 -0.1580 -1.9369
F 0.4357 2.3559 1.3589
C 1.2102 2.0975 0.2704
F 0.7545 2.8052 -0.7809
C 2.6521 2.5256 0.6195
F 3.0716 1.8616 1.6821
F 2.6670 3.8259 0.8707
F 3.4541 2.2809 -0.4196
C -2.0624 1.6926 -0.3599
N -3.3912 1.7501 -0.8933
C -4.1311 0.5444 -0.5176
N -3.4785 -0.6514 -1.0550
C -2.1524 -0.7542 -0.5287
N -1.3080 0.4771 -0.8967
C -1.3307 0.5702 -2.4197
N -2.6717 0.6515 -2.9210
C -3.3296 1.8338 -2.3562
C -3.4182 -0.5423 -2.5160
H -2.0908 1.6108 0.7278
H -1.5105 2.5837 -0.6450
H -5.1430 0.6086 -0.9141
H -4.1841 0.4730 0.5697
H -1.6478 -1.6282 -0.9326
H -2.1774 -0.8171 0.5600
H -0.8288 -0.3167 -2.8076
H -0.7671 1.4611 -2.7028
H -4.3420 1.9000 -2.7508
H -2.7801 2.7303 -2.6466
H -2.9391 -1.4310 -2.9285
H -4.4314 -0.4764 -2.9087
Br 2.7300 -3.7367 5.8991
C 2.1509 -2.5024 4.6074
C 1.9498 -1.1726 4.9650
N 1.5349 -0.2524 4.1000
C 1.3135 -0.6367 2.8560
C 1.4853 -1.9349 2.3997
C 1.9160 -2.8994 3.3072
C 1.2321 -2.3735 1.0072
O 1.5950 -3.4122 0.5336
O 0.4584 -1.5353 0.2214
H 2.1265 -0.8489 5.9831
H 0.9835 0.1588 2.1878
H 2.0553 -3.9258 2.9963
```

Properties
HOMO (alpha / beta), eV: -12.267 / -12.267
Lowest unoccupied orbital energy (alpha / beta), eV: -6.372 / -6.371
Charge: +1


Formula: C4H6ClNS
Source: the OMol25 dataset
Level of theory: ωB97M-V/def2-TZVPD

XYZ file:
```
13
C4H6ClNS, DFT ωB97M-V/def2-TZVPD
C 0.4535 -1.2792 -0.5685
C 0.2047 1.2303 -0.6520
C -0.3989 -0.0928 -0.2586
C -0.8282 -0.1105 1.2436
N 2.2353 -0.6723 -0.7254
S 2.0692 0.8533 -0.9958
Cl 0.4478 -2.7922 0.0717
H -0.1522 1.4837 -1.7069
H -0.1425 1.9789 0.0151
H -1.3796 -0.1494 -0.7386
H 0.1917 -0.3515 1.7070
H -1.4802 -0.9968 1.1588
H -1.2206 0.8985 1.4494
```

Properties
HOMO (alpha / beta), eV: -7.685 / -8.254
Lowest unoccupied orbital energy (alpha / beta), eV: -0.214 / 0.154


Formula: C2H37O17
Source: the OMol25 dataset
Level of theory: ωB97M-V/def2-TZVPD

XYZ file:
```
56
C2H37O17, DFT ωB97M-V/def2-TZVPD
C -0.7991 0.4439 0.8912
C 0.6874 0.5814 1.0074
O 1.3477 -0.4089 0.2348
H -1.3497 1.1952 1.5078
H -1.1389 -0.5241 1.3109
H -1.1158 0.3850 -0.1899
H 0.8978 0.5151 2.0320
H 0.8453 1.5726 0.4832
O 1.2309 3.4265 -1.5253
H 0.9549 4.0632 -2.1522
H 0.3981 3.4027 -1.0851
O 0.1591 -2.6489 1.5624
H 0.3253 -1.8663 1.0729
H 0.7708 -2.5067 2.2508
O -0.9773 -0.7607 -2.6805
H -0.1786 -0.3560 -2.3541
H -1.0738 -1.4841 -2.1472
O -2.9740 -1.6867 2.6116
H -3.1526 -2.3229 3.2579
H -2.1940 -1.1606 2.8782
O -3.4248 -1.1836 -0.0451
H -3.3930 -1.2040 0.9089
H -3.3416 -0.3111 -0.3780
O -1.1459 -2.6164 -0.7504
H -0.8916 -2.9693 0.1384
H -1.9409 -2.0977 -0.5578
O 3.8546 -0.0203 1.9509
H 4.3129 0.5728 1.3276
H 2.9618 0.1265 1.6676
O -0.1930 -1.1842 4.1953
H 0.0893 -0.2941 4.1372
H 0.6305 -1.6482 4.2442
O 1.1182 0.7862 -1.9853
H 1.0821 0.6099 -1.0658
H 1.2759 1.7361 -1.9953
O 1.9775 -2.0664 -2.3684
H 1.8994 -2.2124 -1.4582
H 1.5283 -1.2172 -2.6253
O 3.8389 -0.2476 -1.2411
H 3.1789 -0.2196 -0.5681
H 3.5723 -0.9597 -1.8531
O -1.6663 3.2146 -1.1660
H -2.5987 3.3954 -1.2731
H -1.6858 2.3133 -0.8027
O -3.7640 1.8406 1.2580
H -2.8301 1.5762 1.3146
H -3.9935 2.0093 0.3718
O 3.6575 2.4481 -1.9371
H 3.9029 1.5436 -1.7007
H 2.9180 2.6665 -1.3810
O 2.6502 -2.7544 0.2433
H 2.1325 -1.9543 0.2924
H 2.1003 -3.4469 0.5647
O -3.3616 1.0453 -1.9212
H -4.2947 1.2590 -2.0887
H -2.8198 1.6045 -2.4189
```

Properties
HOMO, eV: -6.039
Lowest unoccupied orbital energy, eV: 1.933
Charge: -1


| no. | F_max (eV Å⁻¹) |
| --- | --- |
| 1 | 3.451 |
| 2 | 4.066 |
| 3 | 1.916 |
| 4 | 5.353 |
| 5 | 3.851 |